No. 1
Molecular formula: C18H34ClNO4
Method: DFT, ωB97M-V/def2-TZVPD

Output
**E_LUMO**: 0.46 eV
**Structure (SMILES)**: CC[C@@H]1C(=O)NC[C@H]1C[C@@H](C)Cl.CC(C)=O.CC(C)=O.CC(C)=O
**Gap between HOMO and LUMO**: 9.907 eV
**2S+1**: 1

The geometry in XYZ format:
```
58
Properties=species:S:1:pos:R:3:forces:R:3:nbo_charge:R:1
C 3.86111 -2.06958 -0.21672 0.0 0.0 0.0 -0.617
C 3.82598 -0.71720 -0.93795 0.0 0.0 0.1 -0.403
C 2.91655 0.32858 -0.31001 -0.1 -0.1 0.0 -0.307
C 3.34240 0.80446 1.06921 0.0 0.1 0.1 0.691
O 4.37815 0.56204 1.64571 0.1 0.1 -0.1 -0.602
N 2.27461 1.50736 1.60009 0.0 -0.6 0.0 -0.629
C 1.05145 1.18633 0.84898 0.1 0.2 -0.2 -0.210
C 1.45400 -0.02846 -0.00427 -0.2 0.2 0.1 -0.223
C 0.55871 -0.26095 -1.22343 0.0 0.0 -0.1 -0.433
C -0.05442 -1.65552 -1.29870 0.0 0.0 0.0 -0.143
C -0.87211 -2.07383 -0.08781 -0.1 0.0 0.0 -0.635
Cl -1.13210 -1.70426 -2.75666 0.1 0.0 0.1 -0.101
H 4.10265 -2.87539 -0.91204 0.0 0.0 0.0 0.212
H 4.61309 -2.07090 0.57166 -0.1 0.0 0.0 0.226
H 2.90116 -2.31781 0.24082 0.0 0.0 0.0 0.192
H 3.53790 -0.85118 -1.98475 -0.1 0.0 0.1 0.204
H 4.83578 -0.29895 -0.95178 0.0 0.0 -0.1 0.226
H 2.86576 1.21115 -0.96367 0.2 0.0 0.0 0.224
H 2.24170 1.47617 2.60788 -0.1 0.2 0.0 0.392
H 0.80156 2.02228 0.18622 -0.1 0.0 0.1 0.185
H 0.21311 0.99974 1.51638 0.0 0.0 0.0 0.229
H 1.42826 -0.88698 0.67436 0.1 -0.1 -0.1 0.205
H -0.25155 0.47411 -1.25966 0.0 0.0 0.1 0.221
H 1.15145 -0.11227 -2.13045 -0.1 0.0 0.0 0.223
H 0.71266 -2.39394 -1.53333 0.0 0.0 0.2 0.212
H -1.84121 -1.57174 -0.09824 0.1 0.1 0.0 0.221
H -0.36584 -1.81950 0.84457 0.0 0.0 0.0 0.217
H -1.05253 -3.14903 -0.09616 0.0 0.0 0.0 0.223
C -1.28095 -1.13384 -8.63936 0.0 0.0 0.0 -0.720
C -0.67835 -1.73117 -7.38922 0.0 0.0 0.0 0.595
O 0.47367 -2.09245 -7.35245 0.0 0.0 0.0 -0.541
C -1.59109 -1.85087 -6.19295 0.1 0.0 -0.1 -0.724
H -0.53545 -1.09747 -9.42934 0.0 0.0 0.0 0.234
H -2.13527 -1.73084 -8.96421 0.0 0.0 0.0 0.227
H -1.64941 -0.12737 -8.43195 0.0 0.0 0.0 0.228
H -2.45465 -2.46887 -6.44689 0.0 0.0 0.0 0.226
H -1.96338 -0.86475 -5.90830 0.0 0.0 0.0 0.229
H -1.05235 -2.29080 -5.35950 0.0 0.0 0.0 0.245
C 0.18103 -0.61522 5.82834 0.0 0.0 0.0 -0.722
C 0.20595 0.49752 4.81283 0.0 0.0 0.0 0.608
O -0.33774 0.38903 3.73612 0.1 -0.1 0.0 -0.568
C 0.94352 1.75492 5.20097 0.0 0.0 0.0 -0.732
H -0.37550 -1.46317 5.43810 0.0 0.0 0.0 0.237
H 1.20092 -0.92106 6.06883 0.0 0.0 0.0 0.236
H -0.27826 -0.26487 6.75455 0.0 0.0 0.0 0.233
H 1.98817 1.52410 5.42076 0.0 0.0 0.0 0.238
H 0.51048 2.17560 6.11030 0.0 0.0 0.0 0.237
H 0.88492 2.48824 4.39956 0.0 0.0 0.0 0.237
C -3.06298 1.69196 2.70634 0.1 0.0 -0.1 -0.720
C -3.60071 2.99328 2.16454 0.0 0.0 0.0 0.594
O -2.92832 3.71945 1.47135 0.0 0.0 0.0 -0.542
C -5.02318 3.34390 2.53208 0.0 0.0 0.0 -0.720
H -2.03619 1.54662 2.38157 -0.1 0.0 0.0 0.246
H -3.09717 1.69359 3.79764 0.0 0.0 0.0 0.225
H -3.68079 0.85966 2.36294 0.0 0.0 0.0 0.227
H -5.12609 3.39897 3.61755 0.0 0.0 0.0 0.227
H -5.70218 2.56408 2.18190 0.0 0.0 0.0 0.228
H -5.29694 4.29711 2.08763 0.0 0.0 0.0 0.235
```
Forces are in eV/Å.

---

No. 2
Molecular formula: C45H59BN9NiO3S
Method: DFT, ωB97M-V/def2-TZVPD

Output
**E_LUMO (spin up / spin down)**: 2.42 / 2.42 eV
**⟨S²⟩**: 2.0871
**Charge**: -1
**Gap between HOMO and LUMO (spin up / spin down)**: 4.965 / 7.085 eV
**2S+1**: 3

The geometry in XYZ format:
```
119
Properties=species:S:1:pos:R:3:forces:R:3:mulliken_charge:R:1
Ni -0.52730 0.10750 -0.00910 0.1 -0.2 -0.3 0.034
N 1.76320 -0.15860 3.53950 0.0 0.0 0.3 -0.532
C 1.22740 -0.09790 2.26850 -0.1 -0.1 -0.8 0.049
S -0.50940 -0.37070 2.13750 -0.2 0.0 0.0 -0.755
N 1.99750 0.06800 1.24950 1.3 0.1 1.2 -1.969
N 1.40260 0.01720 0.06540 -0.9 0.0 -0.7 2.706
C 2.03340 0.16240 -1.09950 -0.6 0.0 0.1 0.921
C 3.47400 0.32600 -1.25930 0.5 0.0 -0.1 0.429
C 4.40300 -0.37540 -0.48340 -0.3 -0.1 -0.1 -0.347
C 5.75820 -0.26420 -0.72760 0.2 0.0 -0.1 -0.933
C 6.22780 0.57410 -1.72970 0.0 0.0 0.0 -0.418
C 5.31990 1.33010 -2.46000 0.3 0.0 -0.1 -0.870
C 3.96670 1.20820 -2.23060 -0.2 0.0 0.2 -0.510
C 1.14790 0.14600 -2.21570 0.5 0.0 0.3 -0.022
C 1.57430 -0.08260 -3.54510 0.0 -0.1 -0.3 -0.994
C 0.70660 0.09430 -4.58760 0.1 0.0 0.2 -1.326
C -0.59890 0.52060 -4.29610 -0.2 0.0 0.0 -1.238
C -0.99260 0.56180 -2.97610 -0.2 0.2 -0.4 -0.129
N -0.19520 0.31160 -1.94710 0.2 -0.4 0.2 1.957
H 1.08720 0.01520 4.26890 0.1 0.1 -0.1 0.280
H 2.62200 0.36280 3.64170 0.0 0.0 0.0 0.282
H 4.04910 -1.02680 0.30100 0.0 0.0 0.0 0.301
H 6.45690 -0.84540 -0.13670 0.0 0.0 0.0 0.385
H 7.28810 0.64500 -1.93620 0.0 0.0 0.0 0.377
H 5.67140 2.02470 -3.21410 0.0 0.0 0.0 0.389
H 3.26800 1.81430 -2.78920 -0.1 0.0 0.0 0.545
H 2.59550 -0.39980 -3.71360 0.0 0.1 0.0 0.634
H 1.01260 -0.06780 -5.61450 0.1 0.0 0.1 0.398
H -1.28530 0.79310 -5.08240 -0.1 0.0 0.0 0.521
H -2.00300 0.83940 -2.72860 -0.1 0.0 0.1 -0.523
O 0.76250 4.00320 0.31750 0.4 0.6 0.4 -0.854
N 0.24160 3.08710 -0.29950 0.2 0.2 0.1 0.972
O 0.10800 3.10660 -1.51100 -0.1 0.0 -1.2 -0.745
O -0.17440 2.10200 0.36710 -0.5 -0.5 0.9 -0.530
C -3.28960 2.71590 3.94820 0.1 -0.1 -0.2 -1.757
C -2.13160 2.54530 2.95990 0.0 0.1 0.1 2.283
C -0.79340 2.91250 3.59860 -0.1 -0.2 -0.2 -1.753
C -2.39420 3.36230 1.71700 -0.1 -0.1 0.0 0.657
C -2.18190 4.73420 1.71580 0.0 -0.1 0.0 -0.250
C -2.43740 5.49550 0.59210 0.0 0.1 0.0 -1.518
C -2.91490 4.89640 -0.55480 0.0 0.0 0.0 -0.522
C -3.14160 3.52730 -0.59350 0.0 -0.3 0.1 0.536
C -3.68400 2.88210 -1.85040 -0.1 0.1 -0.1 2.871
C -2.90260 3.33460 -3.08460 0.0 -0.1 0.2 -1.608
C -5.18150 3.17480 -1.99650 0.2 -0.2 0.0 -1.799
C -2.88290 2.76390 0.55120 0.2 0.8 -0.2 -0.165
N -3.24190 1.38950 0.54360 0.1 0.1 0.0 0.897
B -2.55360 0.15470 0.26010 0.3 0.0 0.1 2.654
N -3.62220 -0.82840 0.38610 0.0 0.0 -0.2 1.036
C -4.81040 -0.17360 0.67800 -0.4 0.3 0.1 -1.723
C -4.57960 1.14290 0.77640 -0.4 -0.3 0.1 -1.914
C -3.71510 -2.24010 0.33490 0.2 -0.8 0.0 0.084
C -4.10020 -2.88000 -0.85500 -0.1 0.2 0.1 0.010
C -4.12160 -4.26790 -0.89990 0.1 0.0 0.0 -0.375
C -3.83680 -5.01640 0.22750 -0.1 0.0 0.0 -1.363
C -3.60120 -4.37740 1.42980 0.0 0.0 0.0 0.128
C -3.53730 -2.99160 1.50750 -0.1 0.3 -0.1 0.145
C -3.40580 -2.29780 2.84430 0.0 -0.1 0.2 2.557
C -2.44520 -2.98790 3.80970 -0.1 0.1 -0.2 -1.750
C -4.79680 -2.20810 3.48650 0.1 0.1 -0.1 -1.800
C -4.55370 -2.05060 -2.03630 0.0 0.0 -0.2 1.283
C -3.36820 -1.53960 -2.85290 -0.2 0.0 0.3 -1.013
C -5.54110 -2.77900 -2.94990 0.1 0.2 0.2 -2.017
H -3.11370 2.13290 4.85120 0.0 -0.1 0.1 0.429
H -4.22360 2.38080 3.49990 -0.1 0.0 0.0 0.306
H -3.39650 3.76280 4.22950 0.0 0.1 0.1 0.322
H -2.07650 1.49400 2.66770 -0.1 0.3 0.1 -1.205
H -0.81740 3.90670 4.03790 0.0 0.2 0.1 0.469
H -0.01690 2.88520 2.83990 0.2 0.0 -0.1 0.249
H -0.54470 2.20130 4.38410 0.0 -0.1 0.1 0.299
H -1.79880 5.21600 2.60140 0.1 0.0 0.1 0.361
H -2.25070 6.55960 0.61280 0.0 0.1 0.0 0.334
H -3.10330 5.49370 -1.43550 0.0 0.0 -0.1 0.322
H -3.56750 1.79820 -1.75010 0.0 0.1 0.0 -1.914
H -3.15210 4.35540 -3.36340 -0.1 0.2 0.0 0.508
H -3.12600 2.69290 -3.93540 -0.1 -0.1 -0.1 0.397
H -1.83720 3.28350 -2.87480 0.1 0.0 -0.1 0.204
H -5.35260 4.24610 -2.08180 0.0 0.1 0.0 0.358
H -5.72310 2.80810 -1.12700 -0.1 0.0 0.0 0.339
H -5.58750 2.68500 -2.88140 0.0 0.0 -0.1 0.430
H -5.72840 -0.72330 0.78020 -0.1 0.0 0.0 0.678
H -5.25980 1.94440 1.00420 -0.1 0.0 0.0 0.806
H -4.37060 -4.77010 -1.82270 -0.1 0.0 -0.1 0.305
H -3.84150 -6.09760 0.17570 0.0 0.0 0.0 0.306
H -3.47280 -4.96890 2.32390 0.1 0.0 0.1 0.274
H -3.02950 -1.28790 2.66630 -0.1 0.0 0.0 -1.130
H -2.83580 -3.94780 4.14190 0.0 -0.1 0.1 0.436
H -2.30900 -2.36110 4.68740 0.1 0.1 0.1 0.458
H -1.47660 -3.13670 3.34390 0.2 0.0 0.0 0.176
H -5.18320 -3.20660 3.68830 0.0 -0.1 0.0 0.363
H -5.49620 -1.69350 2.83280 -0.1 0.0 0.0 0.346
H -4.74210 -1.66420 4.42710 0.0 0.1 0.1 0.451
H -5.06430 -1.17080 -1.62640 0.1 -0.1 0.0 0.077
H -2.92850 -2.33410 -3.45340 0.1 -0.1 -0.1 0.353
H -2.60690 -1.15160 -2.18370 0.1 0.1 -0.1 -0.535
H -3.69090 -0.74120 -3.51840 0.0 0.1 -0.1 0.612
H -5.05080 -3.56060 -3.52960 0.0 -0.1 0.0 0.355
H -5.95970 -2.06130 -3.65350 -0.1 0.0 -0.1 0.480
H -6.35390 -3.22540 -2.37840 -0.1 0.0 0.0 0.398
C -0.19290 -3.31900 0.79240 0.0 -0.1 0.1 -0.515
C -0.06990 -4.84050 0.56160 0.0 -0.1 0.1 -1.193
N 0.54050 -5.11620 -0.73540 0.1 -0.3 -0.1 -0.259
C 1.82680 -4.43340 -0.80050 0.1 0.0 0.0 -0.930
C 1.62970 -2.90710 -0.65690 0.2 0.1 0.0 -0.502
N 0.22400 -2.60100 -0.40730 -0.1 0.0 0.0 1.223
C -0.58140 -3.07280 -1.52820 0.0 -0.1 -0.1 0.737
C -0.32200 -4.57490 -1.77940 -0.1 -0.1 -0.1 -1.235
H 0.43030 -2.98410 1.62450 -0.1 0.0 0.0 1.058
H -1.22220 -3.03510 1.00670 0.2 0.0 0.1 -0.802
H -1.05350 -5.31440 0.57100 0.0 0.0 0.1 0.377
H 0.54680 -5.30600 1.33360 0.0 -0.1 0.0 0.290
H 2.29390 -4.67680 -1.75780 0.1 0.0 0.0 0.381
H 2.45770 -4.82690 0.00020 0.0 0.0 0.0 0.324
H 1.93750 -2.38080 -1.56120 0.0 0.0 0.0 0.132
H 2.21360 -2.52270 0.18030 0.0 0.1 0.0 0.197
H -0.33970 -2.47810 -2.41080 -0.1 0.1 0.0 0.458
H -1.62510 -2.91580 -1.26280 0.0 0.1 -0.1 -1.194
H 0.16750 -4.74020 -2.74260 0.0 0.0 0.0 0.267
H -1.26140 -5.13330 -1.76720 0.0 0.0 -0.1 0.469
```
Forces are in eV/Å.

---

No. 3
Molecular formula: C6H10O
Method: DFT, ωB97M-V/def2-TZVPD

Output
**E_LUMO (spin up / spin down)**: 0.51 / -1.23 eV
**Gap between HOMO and LUMO (spin up / spin down)**: 9.560 / 5.129 eV
**2S+1**: 1
**ΔE to the lowest compared entry with this formula, charge and spin**: 140.4 kcal/mol

The geometry in XYZ format:
```
17
Properties=species:S:1:pos:R:3:forces:R:3:nbo_charge:R:1
C 0.05539 -1.51287 1.02091 -0.4 1.0 0.4 -0.132
C -0.13748 -0.16062 1.22806 -0.5 -0.4 0.8 -0.320
C 0.48972 -1.30787 -0.40392 -1.8 -1.6 -1.3 -0.297
C 0.16199 0.15261 -0.10490 0.7 -0.4 0.3 0.383
C 1.94453 -1.63851 -0.54129 -1.6 -2.5 -2.0 -0.599
C -2.14471 2.65698 -0.17501 1.0 -1.8 0.9 -0.636
O 0.29182 1.25140 -0.75463 -2.3 1.4 -0.5 -0.628
H -0.01677 -2.38003 1.63676 0.0 -0.4 0.3 0.209
H -0.42819 0.43061 2.08752 0.0 0.0 0.0 0.215
H -0.22934 -1.85991 -1.13572 1.4 1.0 0.8 0.206
H 2.28314 -1.45291 -1.52559 0.7 0.7 -1.0 0.213
H 2.12563 -2.72253 -0.43345 -0.2 0.3 0.4 0.206
H 2.42192 -1.11010 0.18004 2.0 1.5 2.0 0.209
H -1.99522 3.04832 0.79439 0.1 0.8 0.7 0.186
H -2.03903 1.58964 -0.13801 -1.1 -0.7 -0.4 0.171
H -2.00669 3.21050 -1.03658 -0.3 1.0 -1.6 0.197
H -0.77673 1.80529 -0.69857 2.4 -0.1 0.2 0.417
```
Forces are in eV/Å.

---

No. 4
Molecular formula: C3H2HgO4
Method: DFT, ωB97M-V/def2-TZVPD

Output
**E_LUMO (spin up / spin down)**: -0.09 / -2.96 eV
**⟨S²⟩**: 2.0224
**Gap between HOMO and LUMO (spin up / spin down)**: 6.853 / 4.452 eV
**2S+1**: 3
**ΔE to the lowest compared entry with this formula, charge and spin**: 16.2 kcal/mol

The geometry in XYZ format:
```
10
Properties=species:S:1:pos:R:3:forces:R:3:nbo_charge:R:1
H 1.83269 -0.36514 -1.59432 -1.7 -3.0 -0.2 0.140
O -0.64398 -0.20248 -1.31932 -1.4 -0.1 -1.1 -0.769
C -0.09452 -0.09810 -2.46906 0.7 0.3 -0.1 0.229
C 1.27624 -0.42801 -2.66911 1.8 2.5 5.3 0.044
O 2.13345 0.45887 -2.97786 0.4 0.9 -4.2 -0.550
C -1.15367 0.07324 4.47869 0.0 0.3 0.2 1.054
O -1.44119 0.20141 5.58571 0.0 -0.1 0.1 -0.469
O -0.85904 -0.02327 3.35750 -0.1 -0.1 0.7 -0.583
Hg -0.44680 -0.08704 0.87539 0.7 -0.2 -1.0 0.740
H -0.60316 0.47052 -3.26762 -0.2 -0.5 0.2 0.165
```
Forces are in eV/Å.

---

No. 5
Molecular formula: C6H5BrO
Method: DFT, ωB97M-V/def2-TZVPD

Output
**E_LUMO**: 0.50 eV
**Structure (SMILES)**: C#Cc1ccco1.Br
**Gap between HOMO and LUMO**: 8.877 eV
**2S+1**: 1
**ΔE to the lowest compared entry with this formula, charge and spin**: 9.0 kcal/mol

The geometry in XYZ format:
```
13
Properties=species:S:1:pos:R:3:forces:R:3:nbo_charge:R:1
C 1.48805 0.55695 0.54755 1.8 2.2 0.8 -0.339
C 0.60050 -0.47625 0.39745 -2.2 -1.4 -0.2 -0.236
C 1.41933 1.25055 -0.64342 1.8 1.4 1.3 0.128
C 0.00397 -0.33704 -0.83753 0.2 -1.4 1.0 0.111
C -1.90163 -1.89325 -1.80865 2.4 1.8 1.1 -0.251
C -0.99736 -1.21102 -1.36671 -0.6 0.4 -0.9 0.038
O 0.59574 0.71901 -1.48013 -2.8 -2.1 -1.4 -0.364
Br -0.82832 1.48298 2.84732 -1.5 -0.8 0.5 -0.217
H 2.01312 0.83609 1.49943 -0.4 -0.3 -1.5 0.241
H 0.22934 -1.18508 1.14547 0.5 0.3 -0.4 0.239
H 1.78169 2.15498 -1.10801 0.8 0.1 0.8 0.208
H -2.04720 0.69813 3.20504 1.3 0.9 -0.4 0.219
H -2.35723 -2.59605 -2.39781 -1.2 -1.2 -0.8 0.223
```
Forces are in eV/Å.

---

No. 6
Molecular formula: C18H16N6OS2
Method: DFT, ωB97M-V/def2-TZVPD

Output
**E_LUMO**: -0.05 eV
**Structure (SMILES)**: CCc1ccc(Nc2nnc(SCn3nnc4ccccc4c3=O)s2)cc1
**Gap between HOMO and LUMO**: 7.681 eV
**2S+1**: 1
**ΔE to the lowest compared entry with this formula, charge and spin**: 2.9 kcal/mol

The geometry in XYZ format:
```
43
Properties=species:S:1:pos:R:3:forces:R:3:nbo_charge:R:1
C 0.22977 7.94826 -3.36290 0.2 0.1 0.0 -0.593
H 0.15141 9.02526 -3.49137 -0.1 0.1 0.0 0.207
H -0.00822 7.46692 -4.30877 -0.1 0.0 -0.1 0.205
H -0.50355 7.63162 -2.62476 -0.1 0.0 0.0 0.205
C 1.63988 7.56381 -2.90967 -0.2 0.0 -0.1 -0.414
C 1.74699 6.07734 -2.72995 0.1 0.1 0.1 -0.033
C 2.07957 5.25209 -3.79832 0.0 -0.1 0.1 -0.182
C 2.13712 3.88303 -3.64620 0.0 0.0 0.1 -0.262
C 1.85932 3.29176 -2.41209 0.0 0.3 0.0 0.225
C 1.52374 4.11183 -1.34011 0.0 -0.3 0.0 -0.269
C 1.46951 5.48322 -1.50698 0.1 0.1 -0.2 -0.191
H 1.20801 6.10244 -0.66134 0.0 0.1 0.1 0.212
H 1.30413 3.69299 -0.37216 0.0 0.1 0.1 0.210
N 1.94288 1.90574 -2.34214 0.2 0.1 -0.7 -0.594
C 1.74985 1.02766 -1.33862 -0.3 -0.1 1.1 0.239
N 1.90668 -0.24475 -1.54065 0.3 0.8 -1.5 -0.322
N 1.69421 -0.99696 -0.47367 -0.2 -0.7 1.2 -0.279
C 1.36186 -0.33728 0.57518 0.0 0.5 -0.2 -0.156
S 1.04996 -1.01580 2.14134 0.0 -0.4 0.5 0.275
C 0.90466 -2.78106 1.66130 0.4 0.6 0.1 -0.356
N -0.46605 -3.16366 1.49589 -0.6 -0.8 0.8 -0.275
N -1.04683 -2.75682 0.36157 0.9 0.6 -0.6 0.054
N -2.23397 -2.99191 0.10917 -0.7 0.2 -0.8 -0.215
C -3.02332 -3.68769 0.99448 0.0 -0.6 1.2 0.179
C -4.36358 -3.92964 0.67476 0.2 0.0 0.0 -0.215
C -5.15532 -4.62577 1.55914 0.0 0.1 -0.1 -0.182
C -4.63687 -5.09069 2.76892 0.1 0.0 0.1 -0.202
C -3.31978 -4.85987 3.09905 0.1 0.0 0.0 -0.148
C -2.50194 -4.15745 2.21401 -0.3 0.1 -0.4 -0.191
C -1.10066 -3.88541 2.51787 0.0 0.1 -0.3 0.638
O -0.49806 -4.22621 3.51143 0.0 0.0 0.2 -0.595
H -2.89450 -5.20769 4.02800 0.0 0.0 0.1 0.239
H -5.27507 -5.63479 3.44863 0.0 0.0 0.1 0.221
H -6.19051 -4.81607 1.31765 -0.1 0.0 0.0 0.221
H -4.74356 -3.56071 -0.26436 0.0 0.0 -0.1 0.233
H 1.33186 -3.36828 2.47474 -0.1 0.1 -0.2 0.267
H 1.44694 -2.88506 0.72213 -0.1 -0.1 0.1 0.276
S 1.28132 1.40685 0.32540 0.2 -0.8 -0.6 0.318
H 2.20090 1.44524 -3.20665 0.0 0.0 0.2 0.416
H 2.40054 3.25659 -4.48701 0.0 -0.1 -0.1 0.208
H 2.30032 5.68869 -4.76155 0.0 0.0 -0.1 0.211
H 1.86453 8.06737 -1.96754 0.1 0.0 0.0 0.207
H 2.36167 7.89907 -3.65716 0.1 0.0 0.1 0.207
```
Forces are in eV/Å.

---

It is found that the calculated total energy values, taken in the order of the records, are -1522.18977, -4400.06383, -309.61856, -569.69669, -2880.76597, -1895.63998 a.u..